{
  "formula": "C6H10O",
  "method": "ωB97M-V with the def2-TZVPD basis set",
  "lumo_ev": 0.965,
  "e_tot_ev": -8430.133,
  "homo_lumo_gap_ev": 10.48,
  "smiles": "O[C@@H]1C=CCCC1",
  "de_lowest_ev": 1.1072,
  "homo_ev": -9.518,
  "species": ["O", "C", "C", "C", "C", "C", "C", "H", "H", "H", "H", "H", "H", "H", "H", "H", "H"],
  "xyz": [[1.578, -0.805, 1.306], [1.070, 1.095, -0.309], [-1.102, -0.549, 0.309], [-0.138, 1.672, -0.282], [-1.413, 0.917, -0.030], [0.114, -1.153, -0.404], [1.356, -0.384, -0.041], [-2.054, 0.998, -0.924], [-0.227, 2.743, -0.477], [0.331, -2.222, 0.174], [-0.860, -0.610, 1.373], [1.919, 1.682, -0.645], [-1.992, 1.383, 0.785], [1.172, -1.733, 1.234], [-0.014, -1.164, -1.503], [2.219, -0.682, -0.664], [-1.960, -1.188, 0.097]],
  "forces_ev_per_a": [[-0.060, -0.892, 0.110], [0.150, 0.121, 0.424], [-0.066, -0.225, 0.096], [0.319, -0.200, 0.029], [0.209, -0.200, -0.035], [-0.009, -1.501, 0.440], [-0.473, 0.096, -0.560], [0.197, -0.026, 0.144], [0.094, -0.304, -0.139], [-1.164, 1.743, -2.568], [-0.317, 0.002, -0.003], [0.010, 0.106, 0.331], [0.212, -0.172, -0.210], [1.337, 1.944, 1.046], [-0.066, -0.661, 0.518], [-0.258, 0.083, 0.169], [-0.114, 0.087, 0.207]],
  "lowdin_charge": [-0.08, -0.04, -0.20, -0.09, -0.19, -0.17, -0.40, 0.11, 0.10, 0.16, 0.11, 0.10, 0.11, 0.09, 0.13, 0.14, 0.11]
}

---

{
  "formula": "C5H10NO",
  "method": "ωB97M-V with the def2-TZVPD basis set",
  "total_charge": 1,
  "lumo_ev": -5.398,
  "e_tot_ev": -8875.963,
  "homo_lumo_gap_ev": 8.56,
  "smiles": "C=[NH+]CCCC=O",
  "de_lowest_ev": 2.6173,
  "homo_ev": -13.960,
  "species": ["O", "N", "C", "C", "C", "C", "C", "H", "H", "H", "H", "H", "H", "H", "H", "H", "H"],
  "xyz": [[-0.511, 0.337, -1.942], [1.412, -0.691, -0.354], [-0.464, 0.555, 0.931], [2.028, -1.745, 0.248], [0.931, 0.569, 0.207], [-1.781, 0.332, 0.153], [-1.503, 0.576, -1.302], [-0.563, -0.078, 1.824], [2.402, -1.607, 1.275], [-2.226, -0.739, 0.220], [-2.535, 1.105, 0.494], [-0.526, 1.587, 1.527], [-2.318, 1.146, -1.834], [0.725, 1.242, -0.702], [2.153, -2.607, -0.403], [1.119, -0.797, -1.336], [1.658, 0.816, 0.994]],
  "forces_ev_per_a": [[0.218, -0.779, 0.041], [1.174, -4.004, 1.384], [-0.475, 1.229, 2.526], [-1.922, 4.357, -2.106], [-1.038, 0.736, 0.349], [0.121, -0.283, -0.350], [-2.148, 1.468, -1.156], [0.852, -0.424, -0.338], [-0.374, -0.380, -0.526], [0.741, 1.758, 0.151], [0.619, -1.236, -0.437], [0.273, -1.760, -1.830], [0.332, -0.535, 0.239], [1.515, -0.645, 1.868], [0.278, -0.001, 0.456], [-0.052, -0.180, 0.354], [-0.113, 0.680, -0.626]],
  "lowdin_charge": [0.02, 0.04, -0.17, 0.24, -0.15, -0.14, -0.24, 0.11, 0.13, 0.16, 0.14, 0.16, 0.14, 0.15, 0.12, 0.15, 0.13]
}

---

{
  "formula": "C30H26AsN3OPRhSe3Te",
  "method": "ωB97M-V with the def2-TZVPD basis set",
  "lumo_ev": [-0.900, -2.621],
  "e_tot_ev": -314517.531,
  "homo_lumo_gap_ev": [6.53, 5.23],
  "multiplicity": 5,
  "de_lowest_ev": 0.4022,
  "homo_ev": [-7.429, -7.850],
  "species": ["Te", "Rh", "Se", "Se", "Se", "As", "P", "O", "N", "N", "N", "C", "C", "C", "C", "C", "C", "C", "C", "C", "C", "C", "C", "C", "C", "C", "C", "C", "C", "C", "C", "C", "C", "C", "C", "C", "C", "C", "C", "C", "C", "H", "H", "H", "H", "H", "H", "H", "H", "H", "H", "H", "H", "H", "H", "H", "H", "H", "H", "H", "H", "H", "H", "H", "H", "H", "H"],
  "xyz": [[3.401, -0.173, 4.224], [1.212, -0.726, 2.335], [3.582, -0.300, 1.769], [2.223, -2.339, 4.948], [1.237, -3.105, 3.044], [0.401, 0.894, -3.843], [-0.286, -0.804, 0.462], [-0.032, 0.352, 3.816], [1.733, 0.392, 6.846], [-2.437, -1.290, 7.489], [-2.044, -0.615, 4.157], [0.666, 0.101, 6.506], [2.279, 0.547, -3.401], [-0.601, -0.263, 6.021], [-0.751, 2.984, -2.100], [-0.337, -0.168, -2.339], [4.324, 0.914, -2.171], [-3.030, -0.482, -0.147], [-3.176, 1.921, 1.248], [-0.566, -2.536, 0.004], [-0.895, 4.285, -1.635], [2.821, -0.631, -3.911], [-4.209, 0.247, -0.139], [-1.592, -0.809, 6.865], [0.438, -0.014, -1.038], [-1.915, -0.010, 0.543], [0.225, -4.553, -1.055], [0.332, -3.186, -0.843], [0.991, 3.706, -3.578], [-0.854, -0.151, 4.626], [0.853, 5.005, -3.114], [0.201, 2.676, -3.067], [3.046, 1.321, -2.535], [-0.091, 5.298, -2.137], [-1.668, -4.638, 0.423], [4.847, -0.273, -2.667], [-1.996, 1.189, 1.252], [-0.777, -5.280, -0.426], [4.094, -1.045, -3.542], [-1.560, -3.273, 0.644], [-4.281, 1.451, 0.550], [2.240, -1.231, -4.604], [-1.395, 2.213, -1.691], [-1.140, 1.529, 1.825], [5.839, -0.593, -2.377], [-5.073, -0.125, -0.675], [-5.205, 2.015, 0.555], [1.729, 3.486, -4.342], [-0.200, 6.311, -1.773], [-2.977, -1.425, -0.682], [1.481, 5.790, -3.515], [-2.253, -2.778, 1.317], [-3.234, 2.851, 1.799], [-0.347, -1.206, -2.672], [-1.637, 4.504, -0.878], [0.539, 1.039, -0.763], [0.928, -5.050, -1.711], [1.460, -0.380, -1.134], [2.642, 2.239, -2.125], [-2.447, -5.201, 0.921], [4.500, -1.966, -3.942], [-2.304, -0.374, 3.216], [-1.380, 0.131, -2.221], [-2.747, -0.942, 4.798], [-0.860, -6.346, -0.593], [4.908, 1.521, -1.491], [1.124, -2.629, -1.329]],
  "forces_ev_per_a": [[0.185, -0.003, 0.184], [-0.465, 0.017, -0.024], [-0.065, -0.008, 0.036], [0.033, -0.012, -0.133], [0.069, 0.013, 0.015], [-0.003, -0.024, 0.036], [0.304, 0.098, -0.230], [0.478, 0.252, -0.373], [0.056, -0.047, -0.005], [-0.033, 0.068, -0.041], [0.063, -0.049, -0.057], [0.024, 0.137, 0.081], [0.039, -0.002, -0.004], [-0.005, 0.042, -0.381], [0.006, -0.043, -0.011], [0.065, 0.041, 0.112], [-0.012, -0.012, -0.023], [-0.056, -0.027, -0.026], [-0.005, 0.006, -0.001], [0.053, 0.043, -0.005], [0.019, 0.037, -0.015], [-0.036, 0.038, 0.001], [-0.045, -0.004, -0.010], [0.072, -0.125, 0.147], [-0.142, -0.095, 0.129], [0.059, -0.072, 0.037], [-0.012, 0.031, -0.005], [-0.101, -0.045, 0.077], [-0.016, -0.025, 0.004], [-0.528, -0.256, 0.457], [-0.022, 0.000, 0.020], [0.010, 0.055, -0.010], [-0.004, 0.000, 0.014], [0.002, -0.035, -0.013], [-0.035, 0.000, 0.031], [-0.016, -0.004, -0.009], [-0.014, 0.009, -0.029], [0.021, 0.020, -0.022], [0.005, 0.022, 0.006], [-0.043, -0.049, 0.006], [0.022, -0.005, 0.024], [0.017, -0.021, 0.002], [-0.001, 0.003, 0.010], [-0.024, 0.030, -0.018], [-0.004, 0.003, 0.001], [-0.001, 0.013, 0.005], [0.007, 0.007, -0.005], [0.001, 0.029, -0.001], [0.002, -0.001, -0.001], [-0.014, 0.108, -0.012], [-0.003, -0.001, -0.001], [0.071, -0.069, -0.004], [-0.006, -0.011, 0.006], [0.004, -0.015, -0.028], [0.002, -0.005, -0.004], [0.002, 0.048, 0.029], [-0.010, 0.000, 0.003], [0.024, -0.078, 0.016], [0.020, -0.024, 0.006], [0.012, -0.004, -0.006], [0.000, 0.003, 0.002], [-0.003, -0.001, 0.055], [-0.011, -0.006, -0.025], [-0.034, 0.015, -0.016], [0.004, 0.002, 0.004], [-0.008, -0.002, -0.002], [0.030, -0.009, -0.004]],
  "lowdin_charge": [0.52, 0.10, -0.06, 0.05, 0.14, 1.30, 0.96, -0.20, 0.08, 0.13, 0.19, -0.31, -0.43, -0.22, -0.12, -0.42, -0.09, -0.10, -0.07, -0.40, -0.08, -0.14, -0.07, -0.24, -0.40, -0.38, -0.07, -0.09, -0.14, -0.54, -0.08, -0.43, -0.12, -0.09, -0.07, -0.09, -0.12, -0.08, -0.09, -0.12, -0.07, 0.09, 0.08, 0.10, 0.10, 0.11, 0.11, 0.10, 0.10, 0.11, 0.10, 0.11, 0.11, 0.05, 0.10, 0.07, 0.11, 0.06, 0.10, 0.11, 0.10, 0.08, 0.05, 0.09, 0.11, 0.10, 0.10]
}

---

{
  "formula": "C4H12S",
  "method": "ωB97M-V with the def2-TZVPD basis set",
  "lumo_ev": 0.950,
  "e_tot_ev": -15176.564,
  "homo_lumo_gap_ev": 9.88,
  "smiles": "CCS.CC",
  "de_lowest_ev": 1.1418,
  "homo_ev": -8.929,
  "species": ["S", "C", "C", "C", "C", "H", "H", "H", "H", "H", "H", "H", "H", "H", "H", "H", "H"],
  "xyz": [[3.239, -0.536, 0.246], [1.449, -0.355, -0.441], [-2.005, 0.282, 1.179], [1.401, 0.886, -1.321], [-1.821, -0.835, 0.216], [1.646, 1.784, -0.785], [-1.718, -1.826, 0.839], [-3.073, 0.018, 1.740], [-2.113, 1.309, 0.831], [-1.024, -0.862, -0.513], [3.428, 0.611, 0.728], [1.276, -1.295, -0.937], [0.879, -0.225, 0.472], [-2.652, -0.761, -0.416], [0.406, 0.883, -1.659], [-1.318, 0.267, 1.993], [1.998, 0.655, -2.172]],
  "forces_ev_per_a": [[-1.030, -2.973, -1.500], [2.525, 1.334, 1.775], [-3.007, -0.123, 2.231], [-0.138, -1.921, 0.526], [0.862, -2.023, 0.916], [0.230, 0.340, 0.010], [-0.619, 1.679, -1.514], [2.553, 0.881, -1.332], [0.130, -0.199, -0.413], [0.734, 0.528, 0.316], [0.006, 2.511, 0.899], [-0.214, -0.177, -0.153], [-0.390, -0.314, -0.232], [-1.659, -0.911, -0.819], [-1.571, 0.724, -0.631], [0.796, 0.130, 0.572], [0.791, 0.513, -0.652]],
  "lowdin_charge": [0.66, -0.54, -0.20, -0.17, -0.20, 0.07, 0.12, 0.13, 0.06, 0.02, -0.24, 0.06, 0.03, 0.04, 0.04, 0.04, 0.06]
}